[1]
Computed, not measured: 17 unconnected molecules or ions with the total composition C4H32BO24 at a distorted geometry, with the ωB97M-V functional and the def2-TZVPD basis.

Computed properties:
Charge: -1
Relative energy (zero: lowest compared OMol25 entry of this formula, charge and spin): 4.364 eV
Molecular weight: 475.09 g mol⁻¹
Strongest force on any atom: 0.1537 Eh/bohr
HOMO-LUMO gap: 9.0 eV

Last column: Löwdin charge in e.
Cartesian coordinates (Å):
O1 1.858 -1.714 -2.764  0.155
C1 1.138 -0.769 -2.386  -0.384
O2 1.311 -0.097 -1.343  0.273
B1 0.091 0.695 -1.062  -0.775
O3 -0.852 0.281 -2.149  0.248
C2 -0.156 -0.482 -2.919  -0.363
O4 -0.685 -1.045 -3.871  0.128
O5 0.291 2.144 -0.918  0.338
C3 -0.187 2.462 0.178  -0.446
O6 0.207 3.445 0.797  0.146
C4 -0.843 1.415 0.801  -0.499
O7 -0.563 0.366 0.195  0.282
O8 -1.209 1.404 1.938  0.170
O9 -0.454 3.596 3.674  -0.048
H1 -0.214 2.847 3.107  0.027
H2 -1.243 3.918 3.228  0.000
O10 -0.123 -3.710 -3.881  -0.035
H3 0.017 -2.824 -4.154  -0.009
H4 -0.761 -3.972 -4.576  0.079
O11 1.705 -2.852 0.268  0.018
H5 2.102 -2.151 -0.190  -0.015
H6 0.843 -3.030 -0.045  0.042
O12 2.706 3.825 2.042  0.005
H7 3.362 3.321 1.654  -0.007
H8 1.951 3.759 1.517  -0.045
O13 4.448 -3.156 -1.026  -0.036
H9 4.340 -2.899 -1.931  -0.022
H10 5.358 -3.289 -0.825  0.022
O14 -3.228 1.339 -1.146  -0.008
H11 -2.352 1.081 -1.478  0.028
H12 -3.895 1.086 -1.752  0.045
O15 -2.118 1.773 4.518  -0.069
H13 -2.771 1.726 3.795  -0.003
H14 -1.415 2.272 4.174  -0.063
O16 1.870 -0.365 1.923  -0.005
H15 1.572 0.473 2.287  0.053
H16 1.043 -0.655 1.586  0.017
O17 -2.964 -0.708 0.787  -0.027
H17 -2.378 -0.262 1.412  0.018
H18 -3.152 -0.085 0.127  -0.048
O18 -3.423 -2.144 -4.070  -0.045
H19 -3.727 -2.406 -4.921  0.009
H20 -2.691 -1.523 -4.153  0.000
O19 -2.485 4.514 1.970  -0.025
H21 -2.273 4.595 1.053  0.048
H22 -2.274 5.397 2.310  0.087
O20 -3.780 2.042 2.524  -0.029
H23 -4.674 2.366 2.612  0.068
H24 -3.353 2.709 1.981  0.017
O21 3.915 -0.225 -0.068  -0.039
H25 3.379 -0.050 0.716  0.002
H26 3.183 -0.195 -0.645  -0.036
O22 3.817 -3.591 -3.481  -0.056
H27 3.933 -4.520 -3.464  0.035
H28 2.985 -3.567 -3.005  -0.022
O23 -0.461 -0.367 4.613  -0.073
H29 -1.073 0.361 4.679  -0.044
H30 -0.065 -0.401 5.499  0.035
O24 1.537 -4.390 -1.901  -0.100
H31 1.034 -3.974 -2.653  -0.002
H32 1.847 -3.796 -1.189  -0.016

[2]
Computed, not measured: C16H18N2O3S in the gas phase at a distorted geometry, with the ωB97M-V functional and the def2-TZVPD basis.

Computed properties:
Relative energy (zero: lowest compared OMol25 entry of this formula, charge and spin): 0.273 eV
SMILES: CCOC(=O)c1sc(NC(=O)Cc2ccc(C)cc2)nc1C
Molecular weight: 318.40 g mol⁻¹
Strongest force on any atom: 0.0256 Eh/bohr
HOMO-LUMO gap: 9.0 eV

Last column: Löwdin charge in e.
Cartesian coordinates (Å):
C1 -7.482 -1.661 -0.186  -0.062
C2 -6.828 -0.300 -0.044  -0.222
H1 -7.129 0.195 0.887  0.130
H2 -7.090 0.361 -0.879  0.129
O1 -5.413 -0.482 -0.030  -0.058
C3 -4.670 0.631 0.044  -0.519
O2 -5.135 1.747 0.098  0.107
C4 -3.252 0.306 0.047  -0.370
C5 -2.162 1.142 0.105  -0.334
N1 -0.963 0.512 0.088  0.097
C6 -1.079 -0.772 0.018  -0.584
N2 -0.064 -1.674 -0.016  0.104
C7 1.316 -1.482 -0.002  -0.428
O3 2.025 -2.455 -0.036  0.112
C8 1.779 -0.051 0.055  -0.073
C9 3.279 0.034 0.025  -0.234
C10 4.021 -0.244 1.164  -0.032
C11 5.402 -0.194 1.134  -0.040
C12 6.078 0.136 -0.034  -0.284
C13 5.332 0.412 -1.172  -0.043
C14 3.950 0.359 -1.145  -0.031
H3 3.388 0.574 -2.043  0.113
H4 5.838 0.670 -2.092  0.110
C15 7.575 0.168 -0.070  -0.055
H5 7.962 -0.826 -0.298  0.084
H6 7.932 0.852 -0.836  0.075
H7 7.980 0.473 0.893  0.075
H8 5.965 -0.414 2.030  0.111
H9 3.513 -0.506 2.081  0.118
H10 1.376 0.396 0.967  0.127
H11 1.334 0.487 -0.784  0.120
H12 -0.339 -2.650 -0.062  0.146
S1 -2.739 -1.357 -0.034  1.135
C16 -2.197 2.624 0.183  -0.005
H13 -1.685 2.952 1.086  0.089
H14 -3.223 2.975 0.190  0.069
H15 -1.667 3.044 -0.670  0.089
H16 -7.200 -2.300 0.647  0.078
H17 -8.562 -1.547 -0.198  0.078
H18 -7.163 -2.135 -1.110  0.078

Copy entry 2 word for word.
Computed, not measured: C16H18N2O3S in the gas phase at a distorted geometry, with the ωB97M-V functional and the def2-TZVPD basis.

Computed properties:
Relative energy (zero: lowest compared OMol25 entry of this formula, charge and spin): 0.273 eV
SMILES: CCOC(=O)c1sc(NC(=O)Cc2ccc(C)cc2)nc1C
Molecular weight: 318.40 g mol⁻¹
Strongest force on any atom: 0.0256 Eh/bohr
HOMO-LUMO gap: 9.0 eV

Last column: Löwdin charge in e.
Cartesian coordinates (Å):
C1 -7.482 -1.661 -0.186  -0.062
C2 -6.828 -0.300 -0.044  -0.222
H1 -7.129 0.195 0.887  0.130
H2 -7.090 0.361 -0.879  0.129
O1 -5.413 -0.482 -0.030  -0.058
C3 -4.670 0.631 0.044  -0.519
O2 -5.135 1.747 0.098  0.107
C4 -3.252 0.306 0.047  -0.370
C5 -2.162 1.142 0.105  -0.334
N1 -0.963 0.512 0.088  0.097
C6 -1.079 -0.772 0.018  -0.584
N2 -0.064 -1.674 -0.016  0.104
C7 1.316 -1.482 -0.002  -0.428
O3 2.025 -2.455 -0.036  0.112
C8 1.779 -0.051 0.055  -0.073
C9 3.279 0.034 0.025  -0.234
C10 4.021 -0.244 1.164  -0.032
C11 5.402 -0.194 1.134  -0.040
C12 6.078 0.136 -0.034  -0.284
C13 5.332 0.412 -1.172  -0.043
C14 3.950 0.359 -1.145  -0.031
H3 3.388 0.574 -2.043  0.113
H4 5.838 0.670 -2.092  0.110
C15 7.575 0.168 -0.070  -0.055
H5 7.962 -0.826 -0.298  0.084
H6 7.932 0.852 -0.836  0.075
H7 7.980 0.473 0.893  0.075
H8 5.965 -0.414 2.030  0.111
H9 3.513 -0.506 2.081  0.118
H10 1.376 0.396 0.967  0.127
H11 1.334 0.487 -0.784  0.120
H12 -0.339 -2.650 -0.062  0.146
S1 -2.739 -1.357 -0.034  1.135
C16 -2.197 2.624 0.183  -0.005
H13 -1.685 2.952 1.086  0.089
H14 -3.223 2.975 0.190  0.069
H15 -1.667 3.044 -0.670  0.089
H16 -7.200 -2.300 0.647  0.078
H17 -8.562 -1.547 -0.198  0.078
H18 -7.163 -2.135 -1.110  0.078

Copy entry 2 word for word.
Computed, not measured: C16H18N2O3S in the gas phase at a distorted geometry, with the ωB97M-V functional and the def2-TZVPD basis.

Computed properties:
Relative energy (zero: lowest compared OMol25 entry of this formula, charge and spin): 0.273 eV
SMILES: CCOC(=O)c1sc(NC(=O)Cc2ccc(C)cc2)nc1C
Molecular weight: 318.40 g mol⁻¹
Strongest force on any atom: 0.0256 Eh/bohr
HOMO-LUMO gap: 9.0 eV

Last column: Löwdin charge in e.
Cartesian coordinates (Å):
C1 -7.482 -1.661 -0.186  -0.062
C2 -6.828 -0.300 -0.044  -0.222
H1 -7.129 0.195 0.887  0.130
H2 -7.090 0.361 -0.879  0.129
O1 -5.413 -0.482 -0.030  -0.058
C3 -4.670 0.631 0.044  -0.519
O2 -5.135 1.747 0.098  0.107
C4 -3.252 0.306 0.047  -0.370
C5 -2.162 1.142 0.105  -0.334
N1 -0.963 0.512 0.088  0.097
C6 -1.079 -0.772 0.018  -0.584
N2 -0.064 -1.674 -0.016  0.104
C7 1.316 -1.482 -0.002  -0.428
O3 2.025 -2.455 -0.036  0.112
C8 1.779 -0.051 0.055  -0.073
C9 3.279 0.034 0.025  -0.234
C10 4.021 -0.244 1.164  -0.032
C11 5.402 -0.194 1.134  -0.040
C12 6.078 0.136 -0.034  -0.284
C13 5.332 0.412 -1.172  -0.043
C14 3.950 0.359 -1.145  -0.031
H3 3.388 0.574 -2.043  0.113
H4 5.838 0.670 -2.092  0.110
C15 7.575 0.168 -0.070  -0.055
H5 7.962 -0.826 -0.298  0.084
H6 7.932 0.852 -0.836  0.075
H7 7.980 0.473 0.893  0.075
H8 5.965 -0.414 2.030  0.111
H9 3.513 -0.506 2.081  0.118
H10 1.376 0.396 0.967  0.127
H11 1.334 0.487 -0.784  0.120
H12 -0.339 -2.650 -0.062  0.146
S1 -2.739 -1.357 -0.034  1.135
C16 -2.197 2.624 0.183  -0.005
H13 -1.685 2.952 1.086  0.089
H14 -3.223 2.975 0.190  0.069
H15 -1.667 3.044 -0.670  0.089
H16 -7.200 -2.300 0.647  0.078
H17 -8.562 -1.547 -0.198  0.078
H18 -7.163 -2.135 -1.110  0.078

What is the formula in the first record? C4H32BO24

Among the records above, which one has the lowest molecular weight? C16H18N2O3S